# 1
Below is a molecular structure, C49H36N6O7P2V, with properties calculated with the ωB97M-V functional and the def2-TZVPD basis.

```
101
Properties=species:S:1:pos:R:3
V -0.789 -0.098 -1.038
C 6.148 3.918 -1.030
C 6.222 2.864 -0.127
C 5.133 2.019 0.056
C 3.949 2.215 -0.653
C 3.890 3.271 -1.563
C 4.977 4.117 -1.749
C 2.765 1.340 -0.452
C 2.192 0.654 -1.607
C 2.953 0.236 -2.697
C 2.410 -0.969 -3.169
C 1.345 -1.271 -2.327
N 1.122 -0.212 -1.478
C 0.767 -2.555 -2.019
C 0.014 -2.781 -0.901
C -0.266 -4.093 -0.332
C -0.900 -3.911 0.832
C -1.119 -2.476 1.033
C -1.791 -1.926 2.076
C -2.509 -2.798 3.043
C -2.391 -2.582 4.420
C -3.055 -3.386 5.337
C -3.872 -4.424 4.901
C -4.026 -4.630 3.537
C -3.359 -3.822 2.621
C -1.951 -0.493 2.264
N -1.164 0.442 1.665
C -1.633 1.697 1.798
C -0.477 2.312 1.006
C 0.462 3.194 1.818
C 1.585 3.798 1.242
C 2.466 4.556 2.000
C 2.235 4.757 3.356
C 1.105 4.199 3.935
C 0.233 3.428 3.173
C -0.069 0.766 0.754
C 1.655 0.665 2.580
C 2.792 1.286 2.202
C 2.389 1.059 0.800
N 1.217 0.347 1.251
C -2.775 1.642 2.570
C -2.964 0.257 2.869
N -0.519 -1.809 -0.046
C 1.226 -3.752 -2.784
C 2.569 -4.129 -2.771
C 2.996 -5.279 -3.426
C 2.082 -6.072 -4.111
C 0.744 -5.699 -4.137
C 0.321 -4.549 -3.482
H 6.999 4.575 -1.175
H 7.137 2.690 0.428
H 5.193 1.185 0.747
H 2.975 3.420 -2.127
H 4.907 4.935 -2.457
H 3.859 0.719 -3.039
H 2.765 -1.587 -3.980
H 0.036 -5.032 -0.767
H -1.185 -4.681 1.532
H -1.760 -1.769 4.763
H -2.931 -3.204 6.399
H -4.390 -5.054 5.614
H -4.686 -5.413 3.180
H -3.520 -3.947 1.557
H 1.795 3.650 0.191
H 3.345 4.978 1.526
H 2.925 5.344 3.951
H 0.903 4.355 4.990
H -0.638 2.981 3.636
H 1.140 0.407 3.496
H 3.672 1.662 2.699
H -3.411 2.460 2.872
H -3.792 -0.169 3.419
H 3.277 -3.513 -2.229
H 4.044 -5.558 -3.394
H 2.410 -6.971 -4.620
H 0.024 -6.300 -4.683
H -0.713 -4.233 -3.527
O -3.872 -2.752 -0.594
P -3.494 -1.463 -1.479
O -4.645 -1.027 -2.317
O -2.815 -0.466 -0.569
O -2.383 -2.100 -2.497
P -1.765 -1.174 -3.728
O -3.090 -0.754 -4.506
O -0.891 -1.972 -4.594
O -1.206 0.052 -2.977
H -4.233 -3.432 -1.176
H -3.844 -0.675 -3.872
N -3.536 5.550 -0.722
C -2.797 4.347 -0.814
C -1.596 4.195 -0.239
C -0.816 2.907 -0.361
N -1.473 1.849 -1.135
C -2.685 2.111 -1.678
C -3.373 3.278 -1.592
H -3.221 6.125 0.045
H -4.526 5.369 -0.639
H -1.157 4.977 0.376
H 0.159 3.095 -0.833
H -3.131 1.311 -2.247
H -4.327 3.392 -2.094
```

As for the net charge: -2. Its HOMO energy (alpha / beta) is -1.0263 / -1.0267 eV. The total energy is -118943.40284 eV. The value obtained for the orbital gap (alpha / beta) is 0.1904 / 0.1904 hartree. The LUMO energy (alpha / beta) is 0.1527 / 0.1527 hartree. The multiplicity is 2.

# 2
Below is a molecular structure, C35H48BrCl3IrN5O6SSi2, with properties calculated with the ωB97M-V functional and the def2-TZVPD basis.

```
102
Properties=species:S:1:pos:R:3
Ir 0.176 -2.931 0.002
C 1.919 -0.022 1.379
C 0.608 0.243 2.051
C 0.590 1.103 3.144
C -0.560 1.313 3.882
C -1.708 0.611 3.555
C -1.743 -0.247 2.465
C -2.994 -1.048 2.230
C -0.588 -0.381 1.666
N -0.663 -1.117 0.451
C -1.753 -0.781 -0.335
O -2.307 0.296 -0.399
C -2.311 -1.965 -1.078
C -3.470 -1.992 -1.824
C -3.833 -3.193 -2.422
C -3.050 -4.328 -2.260
C -1.906 -4.233 -1.490
N -1.591 -3.071 -0.926
C -0.979 -5.371 -1.143
O -1.258 -6.508 -1.500
N 0.054 -4.972 -0.371
C 0.753 -5.980 0.373
C 2.053 -6.326 -0.002
C 2.628 -5.856 -1.303
C 2.787 -7.166 0.827
C 2.226 -7.697 1.975
C 0.898 -7.433 2.270
C 0.134 -6.590 1.472
C -1.328 -6.409 1.784
H 2.638 0.757 1.636
H 1.848 -0.090 0.294
H 2.307 -0.974 1.740
H 1.512 1.603 3.421
H -0.554 1.993 4.725
H -2.598 0.709 4.165
H -3.477 -1.242 3.187
H -2.757 -2.015 1.790
H -3.702 -0.519 1.586
H -4.047 -1.084 -1.931
H -4.734 -3.243 -3.020
H -3.297 -5.282 -2.701
H 2.786 -4.779 -1.317
H 1.955 -6.109 -2.122
H 3.593 -6.328 -1.479
H 3.808 -7.405 0.555
H 2.810 -8.341 2.621
H 0.435 -7.889 3.138
H -1.627 -7.118 2.556
H -1.935 -6.607 0.900
H -1.560 -5.403 2.128
Cl 2.874 -1.422 -2.030
Si 1.007 -2.280 -2.071
Cl -0.188 -0.894 -3.090
Cl 1.079 -3.775 -3.506
O 4.363 -4.013 0.509
S 3.345 -3.285 1.255
N 2.016 -3.053 0.661
O 0.896 -3.525 3.330
N -0.309 -3.404 3.171
O -1.119 -3.341 4.087
O -0.797 -3.366 1.966
C 3.191 4.126 -0.784
C 1.947 4.830 -0.217
C 2.105 6.343 -0.432
C 1.958 4.553 1.294
Si 0.318 4.168 -1.004
Br 0.523 1.944 -1.003
C -1.240 4.489 0.077
C -1.264 3.576 1.318
C -1.319 5.955 0.532
C -2.521 4.156 -0.703
C 0.096 4.683 -2.845
C -0.867 3.741 -3.586
C -0.435 6.119 -2.964
C 1.433 4.602 -3.594
H 4.074 4.500 -0.253
H 3.344 4.311 -1.845
H 3.144 3.047 -0.634
H 2.999 6.691 0.097
H 1.256 6.912 -0.048
H 2.233 6.598 -1.485
H 2.924 4.869 1.702
H 1.839 3.488 1.508
H 1.182 5.099 1.830
H -0.362 3.626 1.923
H -1.415 2.532 1.042
H -2.106 3.879 1.952
H -0.531 6.208 1.242
H -2.277 6.122 1.037
H -1.261 6.660 -0.301
H -2.506 3.130 -1.076
H -2.699 4.835 -1.538
H -3.375 4.244 -0.022
H -1.873 3.744 -3.172
H -0.505 2.713 -3.581
H -0.937 4.068 -4.630
H -1.434 6.227 -2.540
H -0.501 6.392 -4.024
H 0.217 6.848 -2.479
H 1.886 3.612 -3.507
H 2.152 5.345 -3.249
H 1.254 4.791 -4.658
```

As for the net charge: -1. Its HOMO energy (alpha / beta) is -5.6337 / -5.8706 eV. The total energy is -193857.34391 eV. The value obtained for the orbital gap (alpha / beta) is 0.2718 / 0.2205 hartree. The LUMO energy (alpha / beta) is 0.0648 / 0.0048 hartree. The multiplicity is 2. Its energy above the lowest of the compared OMol25 structures with the same formula, charge and spin is 0.0 kcal/mol.

# 3
Below is 2 unconnected molecules or ions with the total composition C6H4O2, with properties calculated with the ωB97M-V functional and the def2-TZVPD basis.

```
12
Properties=species:S:1:pos:R:3
C -2.243 -0.560 -0.427
C -1.491 0.559 -0.241
C -0.165 0.585 0.325
C 0.687 -0.561 0.334
C 2.165 -0.287 -0.197
C 3.359 0.057 -0.449
H -2.091 -1.914 0.229
H -3.286 -0.269 -0.829
H -1.928 1.609 -0.369
H 4.449 0.633 -0.399
O 0.191 1.595 0.972
O 0.353 -1.447 1.051
```

As for the net charge: 0. Its HOMO energy is -10.2387 eV. The total energy is -10374.80908 eV. The value obtained for the orbital gap is 0.3493 hartree. The LUMO energy is -0.0269 hartree. Its energy above the lowest of the compared OMol25 structures with the same formula, charge and spin is 132.9 kcal/mol.

# 4
Below is 2 unconnected molecules or ions with the total composition C21H39N4O3, with properties calculated with the ωB97M-V functional and the def2-TZVPD basis.

```
67
Properties=species:S:1:pos:R:3
C -5.260 -1.457 -6.404
C -4.438 -1.943 -5.681
C -3.731 -2.660 -4.617
C -2.634 -1.801 -4.035
N -2.643 -0.489 -3.867
C -1.443 -0.082 -3.283
C -0.718 -1.224 -3.110
C 0.649 -1.207 -2.470
C 0.516 -0.844 -0.946
C 0.855 0.651 -0.663
C -0.312 1.451 -0.034
N -0.023 1.834 1.344
C -0.165 0.711 2.284
C -0.857 2.928 1.791
C -2.375 2.823 1.820
O -0.328 3.936 2.176
N -1.462 -2.292 -3.597
C -0.988 -3.679 -3.600
C -1.787 -4.610 -2.678
C -0.969 -5.785 -2.142
C 0.378 -5.382 -1.518
O 0.729 -6.258 -0.468
H -5.873 -1.075 -7.190
H -4.405 -2.939 -3.800
H -3.270 -3.586 -4.965
H -3.394 0.139 -4.119
H -1.174 0.932 -3.044
H 1.294 -0.496 -2.985
H 1.144 -2.179 -2.543
H 1.136 -1.530 -0.368
H -0.534 -0.982 -0.680
H 1.213 1.145 -1.568
H 1.666 0.674 0.069
H -0.413 2.381 -0.608
H -1.275 0.917 -0.132
H 0.175 -0.223 1.833
H -1.190 0.575 2.658
H 0.463 0.897 3.161
H -2.714 1.809 1.590
H -2.741 3.061 2.820
H -2.816 3.555 1.142
H -1.028 -4.056 -4.627
H 0.067 -3.638 -3.341
H -2.605 -5.035 -3.270
H -2.264 -4.075 -1.849
H -1.516 -6.357 -1.389
H -0.763 -6.490 -2.955
H 1.153 -5.439 -2.295
H 0.330 -4.329 -1.189
H 1.677 -6.412 -0.518
C 4.073 5.347 4.317
C 4.283 3.836 4.362
C 3.017 3.026 4.042
O 2.066 2.969 5.089
C 1.223 4.106 5.192
N 4.857 3.475 5.662
H 3.566 5.720 5.206
H 5.036 5.856 4.264
H 3.490 5.639 3.440
H 5.019 3.588 3.591
H 3.319 1.988 3.871
H 2.542 3.376 3.116
H 0.996 4.528 4.210
H 1.668 4.869 5.834
H 0.291 3.785 5.657
H 5.105 2.489 5.655
H 4.115 3.538 6.354
```

As for the net charge: +1. Its HOMO energy is -10.2699 eV. The total energy is -34503.38075 eV. The value obtained for the orbital gap is 0.2802 hartree. The LUMO energy is -0.0972 hartree.

# 5
Below is a single C6H12O molecule, with properties calculated with the ωB97M-V functional and the def2-TZVPD basis.

```
19
Properties=species:S:1:pos:R:3
C 2.525 1.181 0.378
C 1.638 0.336 -0.524
O 0.449 -0.086 0.093
C -1.368 -2.318 -0.077
C -1.996 -1.258 0.420
C -1.918 0.100 -0.228
C -0.620 0.828 0.166
H 3.495 1.350 -0.102
H 2.073 2.155 0.591
H 2.694 0.663 1.327
H 2.162 -0.589 -0.791
H 1.414 0.873 -1.459
H -0.817 -2.249 -1.013
H -1.342 -3.272 0.440
H -2.515 -1.334 1.374
H -1.940 -0.012 -1.319
H -2.777 0.726 0.049
H -0.457 1.679 -0.513
H -0.702 1.228 1.188
```

As for the net charge: 0. Its HOMO energy is -9.3152 eV. The total energy is -8462.79275 eV. The value obtained for the orbital gap is 0.3842 hartree. As for the SMILES: C=CCCOCC. The LUMO energy is 0.0418 hartree. Its energy above the lowest of the compared OMol25 structures with the same formula, charge and spin is 36.0 kcal/mol.